(1)
DFT (ωB97M-V with the def2-TZVPD basis set) results for a molecular structure, C53H50N7O4P3Ta in a non-equilibrium geometry.

Last column: Mulliken charge in e.
Positions of all 118 atoms, in Å:
Ta: -0.55 0.24 0.85  0.704
O: -5.55 0.52 4.58  -0.523
C: -4.66 -0.06 5.34  0.421
O: -4.88 -0.42 6.46  -0.522
C: -3.27 -0.29 4.78  -0.026
C: -2.26 -0.87 5.54  -0.496
N: -1.18 -0.98 4.77  -0.462
N: -1.39 -0.51 3.54  0.509
C: -2.66 -0.07 3.53  -0.460
C: -3.16 0.57 2.30  0.867
O: -4.26 1.03 2.17  -0.784
O: -2.23 0.59 1.37  0.614
H: -5.27 0.81 3.69  0.361
H: -2.29 -1.19 6.57  0.580
H: -0.27 -1.34 5.04  0.156
C: -0.27 -3.22 -2.29  -1.406
N: -0.53 -2.16 -1.31  1.044
P: -0.68 -2.57 0.34  0.266
C: -1.52 -4.20 0.20  0.979
C: -1.01 -5.34 0.82  -0.500
C: -1.60 -6.57 0.57  -0.803
C: -2.69 -6.68 -0.27  -0.660
C: -3.21 -5.54 -0.86  -1.025
C: -2.63 -4.30 -0.63  -0.451
C: 0.97 -3.02 1.03  0.910
C: 0.99 -3.10 2.42  -0.690
C: 2.14 -3.46 3.09  -1.015
C: 3.29 -3.74 2.37  -0.641
C: 3.29 -3.63 0.99  -0.850
C: 2.13 -3.27 0.31  -0.392
P: -0.97 -0.55 -1.76  1.621
C: -0.54 -0.51 -3.52  0.237
C: -1.38 -1.17 -4.42  -0.587
C: -1.02 -1.26 -5.76  -0.866
C: 0.17 -0.69 -6.20  -0.860
C: 0.98 -0.01 -5.31  -1.071
C: 0.64 0.08 -3.97  0.261
C: -2.80 -0.40 -1.73  1.741
C: -3.53 -0.99 -0.70  -1.312
C: -4.89 -0.77 -0.59  -1.261
C: -5.53 0.07 -1.48  -0.997
C: -4.81 0.68 -2.49  -0.905
C: -3.45 0.45 -2.62  -0.982
H: 0.28 -4.02 -1.78  0.621
H: 0.34 -2.85 -3.11  0.496
H: -1.18 -3.66 -2.69  0.193
H: -0.15 -5.29 1.47  0.427
H: -1.19 -7.45 1.03  0.469
H: -3.14 -7.64 -0.46  0.439
H: -4.07 -5.60 -1.52  0.487
H: -3.05 -3.44 -1.12  0.564
H: 0.07 -2.92 2.97  0.750
H: 2.15 -3.56 4.17  0.538
H: 4.19 -4.03 2.88  0.511
H: 4.19 -3.85 0.43  0.479
H: 2.14 -3.19 -0.76  0.284
H: -2.31 -1.61 -4.08  0.556
H: -1.67 -1.77 -6.45  0.495
H: 0.44 -0.77 -7.24  0.468
H: 1.90 0.45 -5.66  0.526
H: 1.27 0.61 -3.28  0.206
H: -3.04 -1.64 0.02  0.767
H: -5.45 -1.26 0.20  0.614
H: -6.59 0.25 -1.39  0.492
H: -5.31 1.33 -3.20  0.520
H: -2.90 0.92 -3.43  0.547
C: -2.78 6.83 0.73  -0.599
C: -3.15 5.67 1.40  -0.811
C: -2.50 4.48 1.13  -0.464
C: -1.48 4.45 0.18  0.581
C: -1.13 5.60 -0.52  -0.359
C: -1.78 6.79 -0.23  -0.794
P: -0.47 2.94 0.02  1.440
C: 0.59 3.17 -1.44  0.528
C: 1.98 3.27 -1.36  -0.449
C: 2.71 3.48 -2.51  -0.781
C: 2.07 3.55 -3.74  -0.767
C: 0.70 3.41 -3.83  -0.920
C: -0.05 3.23 -2.68  -0.455
C: 0.54 2.97 1.52  0.527
C: 1.09 4.10 2.11  -0.419
C: 1.75 3.97 3.32  -0.852
C: 1.86 2.72 3.92  -0.989
C: 1.30 1.60 3.32  -0.397
C: 0.62 1.71 2.12  -0.151
H: -3.28 7.76 0.95  0.435
H: -3.94 5.70 2.13  0.482
H: -2.78 3.57 1.65  0.384
H: -0.35 5.58 -1.26  0.410
H: -1.51 7.69 -0.76  0.465
H: 2.46 3.24 -0.39  0.544
H: 3.78 3.60 -2.45  0.525
H: 2.64 3.74 -4.64  0.488
H: 0.20 3.47 -4.78  0.508
H: -1.13 3.17 -2.72  0.571
H: 0.99 5.07 1.63  0.641
H: 2.16 4.84 3.80  0.485
H: 2.38 2.62 4.86  0.547
H: 1.40 0.63 3.81  0.562
C: 5.42 -1.00 1.65  -1.119
C: 5.92 -0.23 0.43  0.807
C: 6.14 -1.16 -0.76  -1.484
C: 4.94 0.92 0.09  -1.439
N: 3.62 0.43 -0.19  1.159
C: 3.11 -0.08 -1.33  -1.194
N: 1.85 -0.38 -1.12  -0.330
N: 1.61 -0.06 0.15  0.728
N: 2.67 0.42 0.71  -0.720
H: 6.10 -1.82 1.86  0.476
H: 4.43 -1.41 1.50  -0.138
H: 5.39 -0.35 2.53  0.412
H: 6.86 0.26 0.67  0.385
H: 5.25 -1.73 -1.00  0.212
H: 6.94 -1.85 -0.53  0.449
H: 6.45 -0.59 -1.63  0.384
H: 5.29 1.46 -0.79  0.441
H: 4.86 1.59 0.95  0.421
H: 3.63 -0.21 -2.25  0.463

Net charge: +3
2S+1: 1
Relative energy (zero: lowest compared OMol25 entry of this formula, charge and spin), kcal/mol: 69.8
Orbital gap, eV: 6.5
E_tot, Ha: -3814.13624

(2)
DFT (ωB97M-V with the def2-TZVPD basis set) results for 3 unconnected molecules or ions with the total composition C26H43O3P in a non-equilibrium geometry.

Last column: Mulliken charge in e.
Positions of all 73 atoms, in Å:
C: 0.26 -3.98 -2.10  -1.277
P: -0.62 -3.17 -0.69  0.500
C: -2.02 -2.35 -1.55  -1.419
C: 0.40 -1.76 -0.14  0.433
C: -0.18 -0.49 -0.08  -0.188
C: 0.51 0.63 0.38  -1.638
C: 1.84 0.48 0.76  0.813
C: 2.45 -0.78 0.72  0.362
C: 1.74 -1.91 0.30  0.267
C: 2.39 -3.28 0.35  -0.843
C: 2.43 -3.90 1.74  -0.563
O: 1.54 -5.02 1.77  -0.484
C: 3.88 -0.81 1.15  0.198
O: 4.42 -1.75 1.67  -0.544
C: 4.64 0.43 0.89  -0.678
C: 4.05 1.62 0.91  -0.432
C: 2.61 1.66 1.24  0.059
O: 2.10 2.54 1.87  -0.547
H: -0.41 -4.13 -2.95  0.430
H: 1.14 -3.44 -2.43  0.372
H: 0.56 -4.97 -1.77  0.347
H: -2.72 -1.92 -0.84  0.298
H: -1.64 -1.52 -2.16  0.543
H: -2.50 -3.06 -2.22  0.413
H: -1.21 -0.33 -0.38  0.369
H: 0.04 1.59 0.41  0.503
H: 1.90 -3.99 -0.30  0.250
H: 3.41 -3.18 -0.02  0.577
H: 2.18 -3.19 2.52  0.253
H: 3.44 -4.25 1.94  0.407
H: 1.90 -5.65 2.40  0.302
H: 5.70 0.30 0.70  0.444
H: 4.60 2.53 0.73  0.471
C: 2.99 6.31 0.37  -1.029
C: 2.66 6.14 -1.10  -0.444
C: 3.49 5.06 -1.78  -0.406
C: 5.00 5.31 -1.79  -0.589
C: 5.43 6.61 -2.46  -0.531
C: 5.06 6.68 -3.93  -1.210
H: 4.02 6.65 0.52  0.288
H: 2.34 7.05 0.84  0.378
H: 2.87 5.37 0.92  0.149
H: 2.77 7.10 -1.62  0.281
H: 1.60 5.87 -1.20  0.356
H: 3.14 4.92 -2.80  0.355
H: 3.30 4.11 -1.26  0.108
H: 5.49 4.47 -2.29  0.398
H: 5.38 5.30 -0.76  0.316
H: 6.51 6.71 -2.36  0.372
H: 5.00 7.47 -1.93  0.249
H: 5.50 5.85 -4.49  0.291
H: 5.42 7.61 -4.38  0.385
H: 3.98 6.65 -4.08  0.283
C: -8.19 -1.42 1.60  -1.190
C: -8.03 -2.86 1.12  -0.347
C: -7.38 -3.78 2.15  -0.739
C: -5.96 -3.39 2.55  -0.873
C: -4.96 -3.30 1.40  -0.142
C: -4.76 -4.63 0.66  -1.091
H: -7.23 -0.95 1.80  0.280
H: -8.70 -0.81 0.85  0.375
H: -8.78 -1.38 2.52  0.295
H: -7.46 -2.87 0.19  0.245
H: -9.02 -3.26 0.87  0.361
H: -7.38 -4.80 1.76  0.306
H: -8.00 -3.80 3.05  0.395
H: -5.59 -4.12 3.28  0.389
H: -5.97 -2.43 3.08  0.334
H: -4.00 -2.97 1.79  0.316
H: -5.28 -2.54 0.68  0.222
H: -4.41 -5.40 1.35  0.297
H: -4.01 -4.52 -0.12  0.240
H: -5.68 -4.98 0.19  0.331

SMILES: CP(C)c1ccc2c(c1CCO)C(=O)C=CC2=O.CCCCCC.CCCCCC
Net charge: 0
2S+1: 1
Orbital gap, eV: 7.2
E_tot, Ha: -1583.54106

- Which value of orbital gap does entry 2 give?
  7.2 eV

- 2S+1 of number 2 (C26H43O3P)?
  1